Here is C46H68CrNP2Si as an isolated structure from the Open Molecules 2025 dataset. Energies are from ωB97M-V/def2-TZVPD.

The geometry in XYZ format:
```
119
Properties=species:S:1:pos:R:3:forces:R:3
Cr 0.799 -0.018 0.431 0.15 0.65 -0.42
C -0.452 -3.702 1.352 0.09 0.74 -0.20
Si -0.643 -1.901 0.643 -0.65 -1.10 -0.05
C -1.031 -2.340 -1.200 0.26 0.36 0.41
C -2.097 -3.177 -1.507 -0.18 -0.12 0.04
C -2.328 -3.625 -2.794 -0.05 -0.05 0.04
C -1.486 -3.226 -3.818 0.11 0.08 -0.08
C -0.434 -2.372 -3.543 -0.06 -0.09 -0.03
C -0.191 -1.927 -2.245 -0.05 0.03 0.15
P 1.122 -0.689 -1.916 0.48 -0.39 -1.49
C 0.897 0.438 -3.396 -0.01 -0.06 0.68
C 1.695 1.732 -3.250 0.19 -0.09 -0.09
C 1.654 2.501 -4.576 -0.02 0.01 -0.02
C 0.306 2.329 -5.287 -0.13 0.17 0.07
C -0.812 2.111 -4.274 0.00 -0.08 -0.13
C -0.590 0.794 -3.519 -0.17 0.07 -0.05
C 2.826 -1.415 -2.295 -0.01 0.42 0.35
C 3.378 -2.146 -1.068 -0.25 0.12 0.34
C 2.828 -3.563 -0.972 0.30 0.03 -0.02
C 3.242 -4.354 -2.207 -0.34 -0.04 0.04
C 2.640 -3.701 -3.445 0.21 -0.06 -0.01
C 3.073 -2.242 -3.561 -0.34 0.05 -0.04
C -2.176 -1.257 1.635 0.42 0.03 -0.32
C -3.038 -2.089 2.339 -0.12 -0.13 -0.01
C -3.988 -1.584 3.214 -0.02 -0.16 0.02
C -4.074 -0.223 3.431 0.02 0.14 -0.01
C -3.244 0.632 2.725 0.05 0.03 0.06
C -2.317 0.128 1.820 0.20 0.01 0.00
P -1.331 1.207 0.721 -1.38 1.02 0.55
C -2.726 1.804 -0.414 0.55 -0.37 -0.10
C -3.784 2.730 0.185 0.28 0.19 -0.11
C -4.775 3.164 -0.895 -0.16 -0.18 0.19
C -5.453 1.953 -1.525 0.15 0.15 -0.25
C -4.410 1.000 -2.101 -0.18 -0.12 0.24
C -3.423 0.581 -1.013 0.13 -0.03 -0.38
C -0.966 2.758 1.704 0.24 -0.60 -0.18
C -0.158 3.666 0.774 -0.07 0.25 0.04
C 0.397 4.889 1.502 0.20 -0.11 -0.01
C 1.217 4.472 2.718 -0.23 0.18 0.15
C 0.366 3.632 3.664 0.19 -0.16 -0.15
C -0.155 2.391 2.945 0.00 0.03 0.09
H -1.237 -4.333 0.951 -0.24 -0.11 -0.05
H -0.529 -3.743 2.435 -0.01 0.00 0.33
H 0.485 -4.158 1.053 0.30 -0.08 -0.09
H -2.766 -3.485 -0.715 -0.11 -0.09 0.08
H -3.153 -4.289 -3.000 -0.13 -0.05 -0.02
H -1.650 -3.570 -4.828 -0.02 -0.03 -0.10
H 0.200 -2.051 -4.357 0.09 0.04 -0.08
H 1.247 -0.076 -4.299 -0.03 -0.06 0.11
H 2.735 1.538 -2.973 -0.04 0.05 0.07
H 1.250 2.335 -2.450 0.02 -0.05 0.06
H 2.451 2.145 -5.232 0.07 0.05 0.03
H 1.839 3.559 -4.384 0.06 0.03 -0.02
H 0.335 1.472 -5.961 0.02 -0.03 -0.08
H 0.092 3.208 -5.895 0.02 -0.02 -0.11
H -1.778 2.077 -4.781 0.00 0.09 0.08
H -0.835 2.954 -3.580 -0.04 0.06 0.04
H -1.119 -0.013 -4.029 -0.04 0.07 0.09
H -1.013 0.871 -2.509 -0.05 -0.06 -0.10
H 3.405 -0.482 -2.400 -0.16 -0.12 0.03
H 3.122 -1.582 -0.158 0.21 -0.11 -0.20
H 4.467 -2.191 -1.139 0.08 0.03 0.01
H 1.738 -3.518 -0.912 -0.08 -0.12 0.06
H 3.203 -4.047 -0.067 -0.05 -0.02 0.08
H 2.904 -5.388 -2.132 0.05 -0.05 -0.01
H 4.332 -4.363 -2.282 0.08 -0.05 0.01
H 1.554 -3.765 -3.382 0.03 -0.09 -0.04
H 2.957 -4.235 -4.342 -0.08 -0.01 -0.04
H 2.591 -1.782 -4.426 0.06 0.05 -0.07
H 4.150 -2.218 -3.751 0.01 0.05 -0.04
H -2.979 -3.158 2.198 0.03 -0.19 0.03
H -4.652 -2.255 3.738 -0.06 -0.09 0.06
H -4.786 0.178 4.136 -0.09 0.03 0.08
H -3.316 1.696 2.896 -0.02 0.13 0.00
H -2.208 2.346 -1.218 -0.05 -0.04 -0.01
H -3.329 3.623 0.616 -0.01 -0.01 0.11
H -4.329 2.199 0.967 -0.01 0.04 0.09
H -4.250 3.733 -1.667 0.01 0.07 -0.03
H -5.522 3.821 -0.445 0.03 0.06 -0.07
H -6.139 2.279 -2.308 -0.08 -0.05 0.03
H -6.037 1.431 -0.763 -0.09 -0.04 0.02
H -3.875 1.495 -2.915 0.05 -0.02 -0.09
H -4.900 0.113 -2.510 0.06 0.03 -0.07
H -2.692 -0.127 -1.419 -0.05 0.00 0.06
H -3.970 0.063 -0.221 0.02 -0.07 0.03
H -1.883 3.265 2.018 0.00 -0.07 -0.09
H -0.778 3.996 -0.064 0.05 -0.09 -0.08
H 0.683 3.087 0.362 -0.08 0.10 -0.04
H -0.428 5.528 1.828 -0.03 0.04 -0.04
H 1.017 5.471 0.818 -0.08 0.07 -0.03
H 1.590 5.356 3.237 0.06 0.02 -0.01
H 2.085 3.891 2.400 0.08 -0.05 -0.03
H -0.477 4.227 4.023 -0.03 0.04 0.08
H 0.957 3.332 4.531 -0.03 0.02 0.10
H -0.774 1.795 3.623 0.06 -0.07 -0.03
H 0.698 1.770 2.631 -0.12 0.06 0.19
C 0.568 -1.034 4.337 -0.66 0.66 -0.15
N 1.454 -2.207 4.318 -0.10 -0.38 -0.13
C 2.238 -2.296 5.561 0.39 -0.12 0.60
C 2.327 -2.220 3.075 0.30 0.04 -0.41
C 2.915 -0.883 2.739 -0.16 0.33 -0.44
C 4.093 -0.470 3.361 -0.11 -0.13 0.04
C 4.678 0.739 3.047 -0.03 0.28 -0.24
C 4.104 1.538 2.059 0.34 -0.02 0.30
C 2.963 1.106 1.424 -0.67 -0.31 -0.37
C 2.300 -0.100 1.736 1.03 -0.27 0.97
H -0.134 -1.106 5.163 0.01 -0.15 0.08
H 0.021 -0.968 3.392 0.10 -0.06 0.07
H 1.172 -0.136 4.445 0.04 -0.08 0.00
H 0.867 -3.044 4.259 0.07 0.14 -0.03
H 2.896 -1.435 5.639 -0.05 0.04 -0.13
H 2.835 -3.207 5.564 -0.03 0.01 -0.12
H 1.580 -2.310 6.427 -0.14 0.03 -0.10
H 1.691 -2.538 2.246 0.01 -0.02 0.20
H 3.109 -2.960 3.257 -0.13 -0.08 0.03
H 4.571 -1.110 4.089 0.11 -0.10 0.09
H 5.589 1.048 3.534 0.11 0.04 0.08
H 4.566 2.478 1.790 0.04 0.06 -0.04
H 2.555 1.734 0.610 0.10 -0.04 0.17
```
Positions in Å, forces in eV/Å.

Results
- Expectation value of S²: 6.095
- Net charge: +1
- Gap between HOMO and LUMO (alpha / beta): 0.26736 / 0.28732 Ha
- DFT total energy: -3864.86708 a.u.
- LUMO level (alpha / beta): -2.12 / -2.14 eV
- Highest occupied orbital energy (alpha / beta): -9.39 / -9.96 eV
- Multiplicity: 5

Here is C46H69CoN2O2P2Si as an isolated structure from the Open Molecules 2025 dataset. Energies are from ωB97M-V/def2-TZVPD.

The geometry in XYZ format:
```
123
Properties=species:S:1:pos:R:3:forces:R:3
Co -0.003 0.354 0.244 -0.05 0.02 0.06
C 2.171 -2.689 1.325 -0.48 0.14 -0.41
Si 0.886 -1.722 0.216 0.62 -0.31 0.29
C 1.926 -1.716 -1.406 -0.37 -0.18 0.43
C 2.249 -2.857 -2.124 0.16 -0.14 -0.31
C 3.132 -2.814 -3.189 0.00 -0.13 -0.02
C 3.719 -1.610 -3.541 0.10 0.03 -0.11
C 3.399 -0.460 -2.845 0.14 0.04 -0.01
C 2.497 -0.498 -1.784 -0.08 -0.06 -0.12
P 1.950 0.973 -0.847 0.49 0.45 0.01
C 2.198 2.311 -2.158 -0.06 -0.41 0.44
C 1.835 3.714 -1.675 0.34 0.09 -0.09
C 1.988 4.733 -2.804 -0.28 0.05 0.08
C 1.131 4.360 -4.009 0.36 0.04 -0.11
C 1.499 2.961 -4.485 -0.34 0.03 0.07
C 1.307 1.960 -3.351 0.33 -0.09 -0.25
C 3.387 1.153 0.351 -0.37 0.03 -0.12
C 4.798 1.382 -0.215 -0.01 0.06 -0.12
C 5.279 2.812 0.007 0.15 -0.15 0.03
C 5.370 3.145 1.502 0.02 0.00 -0.02
C 4.257 2.453 2.301 -0.09 0.23 -0.06
C 3.048 2.205 1.411 0.08 -0.26 0.25
C -0.569 -2.974 0.090 0.50 0.27 -0.04
C -0.373 -4.346 0.017 -0.13 -0.36 -0.09
C -1.432 -5.235 0.074 0.06 -0.13 -0.01
C -2.716 -4.757 0.276 -0.12 -0.07 0.03
C -2.932 -3.395 0.370 -0.04 -0.10 0.10
C -1.876 -2.498 0.240 -0.09 0.04 0.13
P -2.118 -0.690 0.181 -0.38 0.02 -0.05
C -3.515 -0.304 1.395 0.35 0.08 -0.36
C -3.292 1.154 1.812 0.18 -0.15 0.49
C -4.156 1.515 3.016 -0.18 0.25 -0.29
C -5.634 1.318 2.692 0.05 -0.16 0.30
C -5.887 -0.105 2.205 -0.10 0.24 -0.23
C -4.989 -0.463 1.017 0.02 -0.33 0.31
C -2.851 -0.489 -1.530 0.24 -0.19 0.37
C -3.843 -1.543 -2.014 -0.23 0.30 -0.12
C -4.351 -1.183 -3.410 0.12 -0.28 -0.09
C -3.193 -1.087 -4.398 -0.13 0.28 -0.01
C -2.165 -0.072 -3.910 0.13 -0.30 -0.06
C -1.679 -0.435 -2.511 -0.01 0.36 -0.04
H 2.505 -3.588 0.818 0.14 -0.32 -0.08
H 1.745 -2.980 2.279 -0.16 -0.08 0.29
H 3.061 -2.097 1.523 0.19 0.20 -0.02
H 1.798 -3.799 -1.850 -0.05 -0.19 0.03
H 3.374 -3.713 -3.740 0.00 -0.08 -0.04
H 4.422 -1.561 -4.362 0.03 -0.02 -0.05
H 3.868 0.466 -3.149 -0.03 0.09 -0.04
H 3.250 2.315 -2.467 -0.02 0.05 -0.08
H 2.480 4.014 -0.848 -0.07 0.02 0.09
H 0.805 3.713 -1.316 -0.04 0.01 0.10
H 3.035 4.777 -3.117 0.05 0.05 0.04
H 1.709 5.724 -2.437 0.08 0.06 -0.01
H 1.279 5.086 -4.813 -0.08 0.04 0.00
H 0.075 4.379 -3.731 -0.12 0.03 0.01
H 2.542 2.953 -4.810 0.06 -0.04 -0.08
H 0.880 2.675 -5.338 0.03 -0.01 -0.09
H 1.520 0.952 -3.711 -0.12 0.05 0.05
H 0.264 1.985 -3.026 -0.12 -0.05 0.05
H 3.377 0.167 0.834 -0.07 0.10 0.00
H 4.836 1.142 -1.277 0.07 -0.11 -0.02
H 5.491 0.701 0.286 0.07 -0.04 -0.06
H 4.591 3.502 -0.484 0.01 0.06 -0.08
H 6.259 2.943 -0.458 -0.07 0.09 -0.05
H 5.303 4.228 1.623 0.04 0.02 0.08
H 6.341 2.836 1.895 0.06 0.06 -0.03
H 3.974 3.065 3.160 0.05 -0.04 0.09
H 4.612 1.496 2.687 0.01 -0.10 0.08
H 2.751 3.142 0.942 -0.11 0.12 -0.01
H 2.199 1.861 1.998 -0.14 0.06 -0.04
H 0.629 -4.736 -0.085 0.16 -0.07 0.00
H -1.259 -6.298 -0.024 0.02 -0.08 0.04
H -3.545 -5.445 0.356 -0.08 -0.05 0.02
H -3.932 -3.037 0.552 -0.16 0.05 -0.05
H -3.295 -0.945 2.262 -0.02 0.01 -0.06
H -3.547 1.808 0.974 0.01 0.09 -0.11
H -2.235 1.301 2.044 -0.06 0.09 -0.10
H -3.977 2.554 3.307 0.04 0.02 0.09
H -3.882 0.878 3.861 0.04 -0.03 0.09
H -5.932 2.024 1.912 -0.02 0.07 -0.01
H -6.243 1.523 3.578 -0.04 0.06 -0.10
H -6.934 -0.207 1.907 -0.02 -0.09 0.07
H -5.705 -0.805 3.023 0.00 -0.08 0.04
H -5.226 0.203 0.184 0.01 -0.03 -0.15
H -5.224 -1.485 0.718 0.01 0.05 -0.13
H -3.345 0.493 -1.514 0.01 0.03 -0.01
H -4.692 -1.630 -1.340 0.00 -0.10 0.08
H -3.342 -2.513 -2.057 -0.03 -0.03 0.04
H -4.881 -0.227 -3.375 -0.06 0.05 0.01
H -5.062 -1.941 -3.746 -0.08 0.04 -0.01
H -3.562 -0.802 -5.387 0.02 -0.08 -0.03
H -2.717 -2.066 -4.487 0.03 -0.07 -0.05
H -2.629 0.919 -3.891 0.04 0.08 -0.02
H -1.318 -0.033 -4.597 0.03 0.09 -0.04
H -0.941 0.294 -2.164 0.01 -0.06 -0.05
H -1.185 -1.411 -2.532 0.06 -0.05 0.01
O -0.039 0.997 2.274 0.03 0.09 1.12
N 0.358 0.619 3.453 0.15 -0.02 -0.04
C -0.374 0.967 4.550 0.08 0.05 -0.66
C 0.059 0.684 5.814 0.70 -0.40 0.46
C 1.258 -0.010 6.011 -0.24 0.16 -0.77
C 1.962 -0.413 4.873 -0.22 0.13 1.05
C 1.513 -0.087 3.625 -0.62 0.22 -0.70
H -1.289 1.497 4.342 -0.03 0.03 -0.16
H -0.533 1.012 6.654 -0.08 0.01 0.02
H 1.631 -0.219 6.998 0.00 -0.08 0.16
H 2.874 -0.977 4.966 0.14 -0.06 -0.05
H 2.006 -0.374 2.713 -0.03 0.02 -0.23
C -0.662 3.889 1.583 0.34 -0.27 -0.03
N -1.581 4.081 0.486 0.09 -0.14 0.13
C -2.361 5.292 0.519 -0.26 0.25 -0.30
C -1.637 3.187 -0.524 -0.35 0.28 -0.35
C -2.543 3.536 -1.690 0.21 -0.16 0.11
O -0.977 2.156 -0.550 -0.23 0.25 0.01
H 0.048 4.719 1.634 -0.01 0.02 0.00
H -0.125 2.955 1.432 0.00 0.18 0.12
H -1.210 3.830 2.524 -0.01 -0.01 0.10
H -2.285 5.729 1.512 -0.01 -0.02 0.00
H -3.415 5.093 0.317 0.01 0.07 0.02
H -1.997 6.027 -0.205 -0.05 0.04 0.04
H -2.201 4.452 -2.172 -0.04 0.11 -0.02
H -3.575 3.675 -1.376 -0.11 0.05 0.04
H -2.498 2.722 -2.409 0.03 -0.02 0.02
```
Positions in Å, forces in eV/Å.

Results
- Expectation value of S²: 2.027
- Gap between HOMO and LUMO (alpha / beta): 0.16820 / 0.23800 Ha
- DFT total energy: -4409.17848 a.u.
- LUMO level (alpha / beta): 0.18 / 0.19 eV
- Relative energy (zero: lowest compared OMol25 entry of this formula, charge and spin): 0.0 kJ/mol
- Highest occupied orbital energy (alpha / beta): -4.39 / -6.28 eV
- Multiplicity: 3

Here is C46H69P3SiY as an isolated structure from the Open Molecules 2025 dataset. Energies are from ωB97M-V/def2-TZVPD.

The geometry in XYZ format:
```
120
Properties=species:S:1:pos:R:3:forces:R:3
Y -0.616 0.816 -0.382 -1.11 0.14 -1.10
C -2.614 -4.780 0.878 -0.01 0.02 -0.04
C -2.471 -3.278 1.145 -0.08 0.00 0.00
C -1.812 -3.142 2.514 0.11 0.02 0.02
P -1.640 -2.279 -0.197 0.17 -0.05 -0.12
C -2.859 -2.260 -1.602 -0.10 -0.13 -0.09
C -2.108 -2.079 -2.915 0.06 0.18 -0.14
C -3.905 -3.363 -1.761 0.00 -0.02 0.05
C -0.243 -3.287 -0.836 -0.03 -0.02 0.06
C -0.453 -4.504 -1.488 -0.05 -0.03 0.02
C 0.598 -5.190 -2.073 0.00 -0.01 -0.01
C 1.879 -4.661 -2.013 -0.01 -0.03 -0.02
C 2.098 -3.460 -1.357 0.05 0.02 0.00
C 1.053 -2.755 -0.754 0.01 -0.03 0.04
Si 1.291 -1.122 0.179 0.42 -0.23 0.26
C 3.130 -0.667 0.037 0.00 0.04 -0.06
C 4.140 -1.492 0.546 -0.06 -0.01 0.03
C 5.476 -1.147 0.476 0.05 0.02 -0.01
C 5.840 0.052 -0.120 0.00 -0.02 0.01
C 4.864 0.888 -0.627 -0.06 -0.01 0.00
C 3.505 0.548 -0.552 0.10 0.11 0.00
P 2.220 1.688 -1.236 0.06 -0.12 0.20
C 3.067 3.334 -1.098 -0.02 0.07 -0.15
C 3.229 3.741 0.362 -0.01 -0.02 0.01
C 2.384 4.442 -1.892 -0.01 -0.02 0.02
C 2.266 1.321 -3.050 -0.05 0.02 -0.09
C 1.478 0.044 -3.328 -0.04 -0.05 0.03
C 3.655 1.253 -3.677 -0.01 -0.01 0.01
C 1.144 -1.655 2.014 0.03 -0.04 -0.06
C 1.656 -2.893 2.414 0.00 -0.03 -0.01
C 1.706 -3.275 3.743 0.01 0.01 0.00
C 1.230 -2.414 4.722 -0.01 -0.01 0.01
C 0.689 -1.196 4.354 0.01 0.04 0.06
C 0.624 -0.816 3.010 -0.02 0.07 0.06
P -0.102 0.791 2.537 -0.06 -0.03 -0.13
C 1.049 2.071 3.232 0.02 0.11 -0.01
C 2.489 1.625 2.979 -0.01 -0.04 -0.02
C 0.863 2.462 4.696 -0.02 0.02 -0.01
C -1.745 1.004 3.376 0.00 0.01 0.12
C -2.845 0.299 2.581 -0.10 0.02 -0.10
C -1.905 0.606 4.846 -0.01 0.01 0.02
H -3.137 -5.234 1.722 -0.02 0.01 0.01
H -1.634 -5.251 0.813 0.02 0.01 0.02
H -3.172 -5.022 -0.019 -0.01 -0.02 -0.04
H -3.471 -2.824 1.182 0.02 -0.01 0.03
H -0.878 -3.704 2.542 -0.02 0.01 0.00
H -2.474 -3.563 3.273 -0.01 0.00 0.02
H -1.575 -2.119 2.791 0.04 -0.09 0.00
H -3.410 -1.345 -1.395 -0.02 0.09 -0.01
H -1.555 -2.977 -3.184 -0.01 0.01 -0.02
H -1.390 -1.253 -2.888 0.02 0.00 0.06
H -2.809 -1.860 -3.719 -0.07 0.02 -0.04
H -3.468 -4.316 -2.058 0.01 0.01 0.00
H -4.597 -3.072 -2.555 0.01 0.02 -0.01
H -4.496 -3.515 -0.860 -0.01 -0.01 0.02
H -1.448 -4.920 -1.565 -0.01 0.01 0.01
H 0.415 -6.126 -2.582 0.00 -0.01 0.00
H 2.705 -5.184 -2.477 0.01 -0.01 0.00
H 3.105 -3.064 -1.312 0.00 0.01 -0.01
H 3.873 -2.425 1.024 -0.02 -0.03 0.02
H 6.231 -1.805 0.886 0.01 -0.01 0.00
H 6.881 0.339 -0.187 0.01 0.00 0.00
H 5.183 1.812 -1.085 0.02 0.02 -0.01
H 4.058 3.208 -1.536 0.01 -0.01 0.01
H 2.254 3.843 0.847 -0.01 0.00 0.01
H 3.728 4.710 0.419 0.02 0.02 0.02
H 3.820 3.022 0.927 0.00 0.01 -0.02
H 1.390 4.651 -1.500 0.01 0.01 -0.01
H 2.302 4.212 -2.954 0.00 0.00 0.01
H 2.967 5.360 -1.802 0.02 0.01 0.01
H 1.723 2.153 -3.503 0.02 -0.01 0.02
H 1.941 -0.830 -2.864 0.03 -0.02 0.00
H 1.412 -0.138 -4.402 0.00 -0.02 0.00
H 0.446 0.107 -2.957 -0.05 0.06 -0.02
H 4.244 0.441 -3.253 0.01 -0.02 0.02
H 4.211 2.183 -3.555 0.01 0.01 0.02
H 3.564 1.069 -4.749 -0.02 0.01 -0.01
H 2.014 -3.585 1.659 0.02 -0.02 -0.01
H 2.112 -4.240 4.017 0.01 -0.02 0.01
H 1.271 -2.693 5.767 0.01 -0.01 0.01
H 0.313 -0.543 5.129 0.05 0.00 -0.03
H 0.846 2.961 2.623 0.00 -0.02 -0.01
H 2.752 0.796 3.637 0.00 -0.02 0.02
H 3.172 2.451 3.184 0.00 0.01 0.01
H 2.654 1.291 1.953 0.00 0.01 0.00
H 1.059 1.622 5.363 0.00 -0.02 0.01
H -0.131 2.854 4.903 0.00 0.01 0.00
H 1.581 3.246 4.946 0.01 0.00 -0.01
H -1.899 2.089 3.287 0.00 -0.02 -0.01
H -2.802 -0.779 2.723 -0.04 0.11 0.01
H -2.801 0.495 1.506 0.00 0.03 -0.02
H -3.823 0.636 2.925 -0.02 0.02 0.02
H -1.835 -0.476 4.960 -0.04 0.01 -0.01
H -2.898 0.905 5.187 -0.01 0.01 -0.01
H -1.178 1.071 5.506 -0.01 -0.02 0.01
C -2.954 2.278 -0.655 0.17 0.10 0.29
C -1.797 2.982 -1.097 -0.32 0.55 -0.13
C -1.542 2.571 -2.438 0.40 -0.04 0.41
C -2.496 1.596 -2.793 0.16 -0.30 0.30
C -3.380 1.421 -1.698 0.36 -0.13 0.18
C -4.702 0.716 -1.720 -0.07 -0.03 0.03
C -2.654 1.074 -4.188 -0.02 -0.07 -0.05
C -0.665 3.248 -3.445 -0.06 0.03 -0.09
C -1.313 4.246 -0.432 0.13 -0.01 0.04
C -3.803 2.736 0.497 -0.02 -0.01 0.04
H -4.961 0.289 -0.749 0.03 -0.02 -0.02
H -4.742 -0.081 -2.462 0.02 -0.02 -0.02
H -5.498 1.422 -1.973 0.01 0.02 0.00
H -1.763 0.557 -4.553 0.00 -0.02 0.01
H -2.844 1.898 -4.880 0.01 0.01 0.01
H -3.495 0.389 -4.274 -0.01 -0.06 0.02
H -0.220 2.543 -4.148 0.02 -0.02 0.02
H 0.126 3.832 -2.986 0.02 -0.02 -0.01
H -1.264 3.936 -4.049 -0.02 0.02 0.02
H -2.112 4.991 -0.388 -0.02 -0.01 0.00
H -0.489 4.698 -0.980 -0.03 -0.02 0.00
H -0.971 4.100 0.599 0.00 -0.01 0.00
H -4.482 1.966 0.859 0.00 -0.05 0.00
H -4.425 3.582 0.186 0.02 0.02 -0.01
H -3.207 3.081 1.345 0.01 -0.02 0.01
```
Positions in Å, forces in eV/Å.

Results
- Net charge: +1
- Gap between HOMO and LUMO: 0.26188 Ha
- DFT total energy: -3145.98819 a.u.
- LUMO level: -2.36 eV
- Relative energy (zero: lowest compared OMol25 entry of this formula, charge and spin): 0.0 kJ/mol
- Highest occupied orbital energy: -9.48 eV
- Multiplicity: 1